Molecular formula: C14H12FN3O2S
Method: DFT, the ωB97M-V functional and the def2-TZVPD basis

```
! wB97M-V def2-TZVPD RIJCOSX def2/J DEFGRID3
* xyz 0 1
O 0.08 -0.52 3.04
C 0.54 -0.84 1.97
C 2.04 -0.69 1.64
N 2.28 0.34 0.66
C 2.17 0.10 -0.67
O 1.82 -0.99 -1.10
C 2.52 1.23 -1.57
C 3.02 0.92 -2.83
C 3.36 1.93 -3.72
C 3.19 3.26 -3.37
C 2.67 3.55 -2.12
F 2.49 4.84 -1.77
C 2.33 2.56 -1.21
N -0.15 -1.35 0.92
N -1.47 -1.61 0.80
C -2.31 -1.45 1.75
C -3.69 -1.75 1.52
C -4.73 -1.65 2.41
C -5.96 -2.04 1.87
C -5.86 -2.43 0.57
S -4.25 -2.34 -0.02
H 2.41 -1.64 1.24
H 2.57 -0.44 2.56
H 2.53 1.26 0.99
H 3.13 -0.12 -3.10
H 3.76 1.68 -4.69
H 3.45 4.06 -4.04
H 1.90 2.86 -0.27
H 0.36 -1.54 0.05
H -2.06 -1.08 2.74
H -4.60 -1.30 3.42
H -6.89 -2.03 2.41
H -6.64 -2.78 -0.08
*
```

Energy above the lowest of the compared OMol25 structures with the same formula, charge and spin ... 18.6 kcal/mol
E_LUMO ... 0.27 eV
Calculated total energy ... -1353.5003 Eh